No. 1
The following is a DFT calculation (the ωB97M-V functional and the def2-TZVPD basis) of a molecular structure, C40H43BCl5F5GeKN4O4S2Se.

Output
Expectation value of S² = 0.77
LUMO (alpha / beta) = 3.358 / 3.357 eV
Total charge = -2
Spin multiplicity = 2
Orbital gap (alpha / beta) = 0.12270 / 0.21120 Ha

Each line ends with the Mulliken spin population.
Cartesian coordinates (Å):
K (0.13, -1.46, -1.04)  0.008
O (-3.51, 1.80, -6.69)  -0.001
C (-4.09, 0.96, -5.68)  -0.004
C (-3.10, 0.68, -4.59)  -0.066
C (-3.47, 0.84, -3.24)  0.229
C (-2.51, 0.52, -2.29)  -0.092
N (-1.29, 0.09, -2.54)  0.129
C (-0.90, -0.06, -3.85)  0.043
C (-1.84, 0.24, -4.88)  0.132
C (0.43, -0.49, -4.14)  0.124
C (0.86, -0.83, -5.45)  0.110
C (2.15, -1.22, -5.71)  -0.004
C (2.57, -1.62, -7.09)  -0.018
O (1.73, -2.63, -7.66)  -0.008
C (3.07, -1.26, -4.64)  0.229
C (2.59, -0.91, -3.38)  -0.080
N (1.35, -0.55, -3.10)  0.136
H (-4.14, 1.86, -7.41)  -0.001
H (-4.41, 0.01, -6.13)  0.001
H (-4.98, 1.44, -5.25)  0.000
H (-4.45, 1.20, -2.95)  0.033
H (-2.76, 0.63, -1.23)  -0.002
H (-1.55, 0.15, -5.92)  0.032
H (0.16, -0.81, -6.28)  0.029
H (3.61, -1.97, -7.07)  0.004
H (2.52, -0.77, -7.78)  0.002
H (1.28, -3.06, -6.92)  0.007
H (4.11, -1.54, -4.78)  0.034
H (3.28, -0.92, -2.53)  -0.019
F (-6.00, -4.12, 1.30)  0.000
C (-4.96, -4.03, 0.45)  0.000
C (-3.93, -3.14, 0.67)  0.000
F (-3.96, -2.34, 1.75)  0.000
C (-2.88, -3.07, -0.23)  -0.001
F (-1.92, -2.16, 0.06)  0.001
C (-2.76, -3.86, -1.37)  -0.001
S (-1.43, -3.77, -2.47)  0.001
C (-3.83, -4.75, -1.55)  -0.001
F (-3.86, -5.58, -2.61)  0.000
C (-4.90, -4.84, -0.68)  0.001
F (-5.89, -5.72, -0.90)  0.000
Cl (3.90, 3.45, -0.27)  0.000
Ge (3.09, 1.41, 0.41)  0.001
Cl (5.04, 0.30, -0.24)  0.000
Cl (3.65, 1.57, 2.67)  0.000
C (-3.45, 6.89, 3.42)  0.000
C (-2.55, 6.07, 4.36)  0.000
C (-3.43, 5.53, 5.49)  0.000
C (-1.49, 7.00, 4.97)  0.000
C (-1.85, 4.95, 3.59)  0.000
C (-1.14, 5.27, 2.42)  0.000
C (-0.44, 4.32, 1.68)  0.000
C (-0.47, 3.03, 2.16)  -0.001
O (0.13, 1.91, 1.65)  0.003
B (-0.20, 0.90, 2.53)  -0.001
O (-1.01, 1.35, 3.56)  0.000
C (-1.16, 2.70, 3.31)  0.000
C (-1.85, 3.63, 4.05)  0.000
H (-3.93, 7.70, 3.98)  0.000
H (-4.23, 6.26, 2.99)  0.000
H (-2.88, 7.34, 2.61)  0.000
H (-3.95, 6.36, 5.98)  0.000
H (-2.84, 5.02, 6.26)  0.000
H (-4.18, 4.83, 5.12)  0.000
H (-1.97, 7.78, 5.57)  0.000
H (-0.90, 7.48, 4.19)  0.000
H (-0.80, 6.44, 5.61)  0.000
H (-1.13, 6.29, 2.08)  0.000
H (0.10, 4.56, 0.78)  0.000
H (-2.38, 3.33, 4.94)  0.000
C (3.12, -3.34, 2.59)  0.000
N (3.69, -3.52, 1.26)  0.000
C (5.04, -2.96, 1.21)  0.000
C (2.90, -3.96, 0.24)  0.003
S (1.45, -4.79, 0.58)  -0.001
N (3.25, -3.79, -1.07)  0.000
C (2.38, -4.31, -2.13)  -0.006
C (4.51, -3.24, -1.58)  0.007
H (3.27, -2.30, 2.90)  0.000
H (3.62, -4.00, 3.31)  0.000
H (2.06, -3.58, 2.59)  0.000
H (5.45, -3.06, 2.22)  0.000
H (5.05, -1.91, 0.94)  0.000
H (5.69, -3.52, 0.56)  0.000
H (1.34, -4.30, -1.84)  0.001
H (2.64, -5.35, -2.37)  0.000
H (2.52, -3.69, -3.02)  0.005
H (4.71, -2.24, -1.20)  -0.001
H (4.41, -3.15, -2.66)  -0.002
H (5.36, -3.89, -1.38)  0.001
Cl (1.11, 2.96, -4.63)  0.003
C (1.68, 3.21, -2.96)  0.001
Cl (0.42, 2.90, -1.77)  0.001
H (2.01, 4.24, -2.87)  0.000
H (2.50, 2.52, -2.78)  -0.001
Se (0.43, -0.94, 2.25)  0.003
C (0.72, -1.41, 4.09)  0.000
C (0.20, -2.61, 4.56)  0.000
C (0.45, -3.00, 5.87)  0.000
C (1.21, -2.19, 6.70)  0.000
C (1.74, -1.00, 6.22)  0.000
C (1.51, -0.61, 4.91)  0.000
H (-0.40, -3.23, 3.91)  0.000
H (0.05, -3.94, 6.23)  0.000
H (1.40, -2.50, 7.72)  0.000
H (2.35, -0.37, 6.86)  0.000
H (1.96, 0.29, 4.51)  0.000

***

No. 2
The following is a DFT calculation (the ωB97M-V functional and the def2-TZVPD basis) of a molecular structure, C40H43I2InN6O3S4.

Output
LUMO = -4.789 eV
Total charge = +2
Spin multiplicity = 1
Orbital gap = 0.28323 Ha

Each line ends with the Mulliken charge.
Cartesian coordinates (Å):
In (-1.52, 2.16, 0.26)  1.745
N (-1.74, 0.58, -1.13)  -0.763
S (-0.83, -0.40, -1.75)  2.238
N (-0.24, -1.57, -0.77)  0.111
S (1.15, -1.75, -0.11)  1.164
N (1.76, -0.62, 0.75)  -0.364
S (0.86, 0.44, 1.63)  1.904
N (0.38, 1.57, 0.81)  -0.777
C (2.05, 0.98, 2.83)  -0.113
C (1.69, 2.11, 3.55)  -0.590
C (2.55, 2.58, 4.52)  -0.824
C (3.76, 1.93, 4.76)  -0.598
C (4.10, 0.79, 4.03)  -0.855
C (3.24, 0.31, 3.06)  -0.137
C (-0.26, -0.64, 2.55)  1.139
C (0.25, -1.28, 3.68)  -0.785
C (-0.56, -2.18, 4.36)  -0.838
C (-1.85, -2.43, 3.91)  -0.978
C (-2.34, -1.79, 2.79)  -0.820
C (-1.54, -0.89, 2.09)  -0.209
C (2.45, -2.22, -1.23)  0.733
C (3.65, -1.53, -1.23)  -0.121
C (4.66, -1.96, -2.08)  -0.907
C (4.47, -3.07, -2.89)  -0.609
C (3.25, -3.74, -2.88)  -0.838
C (2.23, -3.32, -2.05)  -0.724
C (0.95, -3.22, 0.87)  0.578
C (-0.25, -3.92, 0.88)  0.049
C (-0.34, -5.06, 1.66)  -0.882
C (0.76, -5.48, 2.41)  -0.638
C (1.95, -4.76, 2.38)  -0.772
C (2.05, -3.63, 1.61)  -0.998
C (-1.78, -1.34, -2.93)  -0.321
C (-1.56, -2.70, -3.11)  0.106
C (-2.28, -3.37, -4.09)  -0.848
C (-3.20, -2.68, -4.87)  -0.678
C (-3.42, -1.32, -4.66)  -0.789
C (-2.71, -0.65, -3.69)  -0.437
C (0.60, 0.16, -2.72)  0.555
C (1.43, 1.14, -2.20)  -0.008
C (2.55, 1.52, -2.91)  -1.142
C (2.84, 0.92, -4.13)  -0.967
C (2.01, -0.07, -4.63)  -0.762
C (0.88, -0.46, -3.93)  -0.634
H (0.75, 2.61, 3.33)  0.623
H (2.29, 3.46, 5.10)  0.476
H (4.44, 2.31, 5.50)  0.415
H (5.03, 0.28, 4.23)  0.482
H (3.48, -0.57, 2.48)  0.291
H (1.25, -1.08, 4.03)  0.497
H (-0.17, -2.68, 5.24)  0.507
H (-2.48, -3.13, 4.45)  0.467
H (-3.34, -1.98, 2.44)  0.542
H (-1.93, -0.39, 1.22)  0.198
H (3.77, -0.68, -0.58)  0.518
H (5.61, -1.44, -2.09)  0.508
H (5.26, -3.41, -3.54)  0.454
H (3.11, -4.61, -3.52)  0.502
H (1.29, -3.85, -2.01)  0.195
H (-1.08, -3.57, 0.29)  0.484
H (-1.26, -5.63, 1.69)  0.513
H (0.68, -6.37, 3.02)  0.454
H (2.79, -5.10, 2.97)  0.497
H (2.97, -3.05, 1.57)  0.249
H (-0.84, -3.22, -2.50)  0.197
H (-2.13, -4.43, -4.24)  0.492
H (-3.74, -3.20, -5.65)  0.418
H (-4.16, -0.80, -5.26)  0.459
H (-2.88, 0.41, -3.50)  0.522
H (1.20, 1.58, -1.24)  0.772
H (3.20, 2.29, -2.51)  0.578
H (3.72, 1.22, -4.69)  0.447
H (2.24, -0.54, -5.58)  0.509
H (0.24, -1.22, -4.33)  0.463
N (-2.53, 4.22, 0.08)  -0.335
C (-2.48, 5.27, -0.96)  -0.984
C (-2.73, 4.72, -2.36)  -0.332
C (-1.40, 4.36, -3.02)  -1.067
N (-0.66, 3.34, -2.26)  -0.021
H (-3.49, 3.96, 0.24)  0.357
H (-2.22, 4.63, 0.96)  0.181
H (-1.50, 5.75, -0.94)  0.443
H (-3.23, 6.02, -0.71)  0.471
H (-3.24, 5.45, -2.99)  0.402
H (-3.36, 3.83, -2.29)  0.248
H (-0.78, 5.26, -3.06)  0.463
H (-1.57, 4.04, -4.05)  0.382
H (0.33, 3.50, -2.33)  0.209
H (-0.84, 2.43, -2.66)  -0.101
I (-2.22, 6.59, 3.59)  -0.045
I (-4.80, 6.36, 4.16)  -0.035
C (-3.25, 1.88, 4.21)  -0.928
S (-2.97, 2.59, 2.61)  1.089
O (-3.92, 3.65, 2.41)  -0.402
O (-3.12, 1.50, 1.58)  -0.665
O (-1.56, 3.01, 2.53)  -0.612
H (-4.33, 1.85, 4.36)  0.420
H (-2.77, 2.53, 4.93)  0.368
H (-2.82, 0.88, 4.24)  0.168

***

No. 3
The following is a DFT calculation (the ωB97M-V functional and the def2-TZVPD basis) of a molecular structure, C40H43N4O3SV.

Output
Expectation value of S² = 0.77
LUMO (alpha / beta) = -10.677 / -10.170 eV
Total charge = +3
Spin multiplicity = 2
Orbital gap (alpha / beta) = 0.19875 / 0.21743 Ha

Each line ends with the Mulliken spin population.
Cartesian coordinates (Å):
V (0.54, 0.65, -0.04)  1.187
C (1.46, 4.39, -1.98)  0.003
C (0.21, 3.76, -2.55)  -0.005
C (-0.12, 4.07, -3.87)  -0.002
C (-1.24, 3.53, -4.48)  0.003
C (-2.04, 2.64, -3.78)  0.002
C (-1.74, 2.29, -2.48)  -0.031
C (-2.62, 1.33, -1.73)  0.028
C (-0.63, 2.87, -1.87)  0.007
N (-0.29, 2.49, -0.51)  -0.055
C (-0.14, 3.40, 0.40)  0.044
C (-0.61, 4.80, 0.30)  0.000
C (0.53, 2.93, 1.66)  0.026
C (0.85, 3.92, 2.73)  -0.002
N (0.85, 1.68, 1.69)  -0.009
C (1.32, 1.06, 2.90)  -0.003
C (0.51, 1.05, 4.04)  -0.017
C (-0.90, 1.59, 4.09)  0.002
C (1.02, 0.46, 5.19)  0.002
C (2.29, -0.09, 5.21)  -0.003
C (3.07, -0.09, 4.06)  0.002
C (2.60, 0.49, 2.89)  -0.044
C (3.45, 0.52, 1.64)  0.040
H (2.26, 4.35, -2.72)  0.000
H (1.83, 3.90, -1.08)  0.000
H (1.30, 5.44, -1.75)  0.000
H (0.51, 4.76, -4.42)  0.000
H (-1.48, 3.80, -5.50)  0.000
H (-2.92, 2.22, -4.26)  0.000
H (-3.49, 1.06, -2.31)  -0.001
H (-2.97, 1.76, -0.78)  -0.002
H (-2.09, 0.40, -1.51)  0.021
H (-1.18, 4.96, -0.61)  -0.001
H (0.23, 5.50, 0.33)  0.000
H (-1.23, 5.02, 1.17)  0.001
H (1.35, 4.78, 2.27)  0.002
H (1.48, 3.49, 3.50)  0.000
H (-0.07, 4.30, 3.19)  0.002
H (-1.28, 1.94, 3.13)  -0.001
H (-0.96, 2.43, 4.80)  0.000
H (-1.57, 0.82, 4.46)  0.000
H (0.41, 0.45, 6.08)  0.000
H (2.67, -0.53, 6.12)  0.000
H (4.06, -0.52, 4.08)  0.000
H (4.46, 0.16, 1.87)  0.000
H (3.54, 1.52, 1.23)  -0.001
H (3.04, -0.14, 0.87)  -0.017
O (-1.30, 0.06, 1.04)  -0.023
C (-1.70, -1.37, 0.95)  -0.010
C (-0.45, -2.02, 0.38)  0.008
O (-0.20, -3.11, 0.06)  -0.002
O (0.55, -0.99, 0.26)  -0.051
C (-2.91, -1.51, 0.05)  -0.014
C (-4.05, -0.79, 0.42)  0.005
C (-5.19, -0.84, -0.36)  0.000
C (-5.21, -1.62, -1.51)  0.000
C (-4.09, -2.35, -1.87)  0.000
C (-2.93, -2.30, -1.09)  0.002
C (-1.88, -1.97, 2.34)  -0.001
C (-0.86, -1.83, 3.27)  0.000
C (-0.97, -2.41, 4.52)  0.000
C (-2.10, -3.15, 4.85)  -0.001
C (-3.11, -3.31, 3.91)  0.000
C (-3.00, -2.74, 2.66)  -0.001
H (-2.12, 0.58, 1.11)  0.007
H (-4.07, -0.23, 1.35)  0.000
H (-6.07, -0.29, -0.06)  0.000
H (-6.11, -1.68, -2.11)  0.000
H (-4.11, -2.98, -2.75)  0.000
H (-2.08, -2.90, -1.38)  0.001
H (0.04, -1.26, 3.02)  -0.001
H (-0.17, -2.29, 5.24)  0.000
H (-2.18, -3.60, 5.82)  0.000
H (-3.98, -3.90, 4.16)  0.000
H (-3.79, -2.89, 1.93)  0.000
C (6.29, -0.62, -3.76)  0.000
C (5.12, -1.03, -2.93)  0.000
C (4.89, -2.29, -2.43)  -0.004
C (3.75, -2.52, -1.67)  0.002
N (2.86, -1.53, -1.43)  -0.007
C (3.08, -0.35, -1.92)  -0.019
S (1.96, 1.04, -1.78)  -0.068
N (4.18, -0.08, -2.65)  -0.003
C (3.44, -3.85, -1.08)  0.000
H (6.94, -1.47, -3.95)  0.000
H (6.86, 0.15, -3.24)  0.000
H (5.96, -0.21, -4.71)  0.000
H (5.60, -3.08, -2.63)  0.000
H (4.31, 0.85, -3.02)  0.001
H (4.03, -4.64, -1.53)  0.000
H (2.38, -4.06, -1.17)  0.000
H (3.68, -3.82, -0.01)  0.000

***

M / g mol⁻¹: 1181.7, 1152.7, 710.8
Max |F| / eV/A: 0.69, 1.31, 1.08